# 1
Here is the ion C6H13N2S with charge +1 from the Open Molecules 2025 dataset. Energies are from ωB97M-V/def2-TZVPD.

The total energy is -20239.394 eV. The calculation puts the energy relative to the best compared isomer or geometry (same formula, charge and spin) at 297.8 kJ/mol. The value obtained for the HOMO-LUMO gap is 8.52 eV. The calculation puts the LUMO energy at -3.746 eV.

Structure (ORCA input):
```
! RIJCOSX wB97M-V def2-TZVPD def2/J DEFGRID3
* xyz 1 1
C -1.03095 2.78751 0.23462
N -0.68507 1.39935 -0.01240
C -0.07075 0.96917 -1.11703
N 0.40404 -0.26262 -1.33870
C 0.68516 -1.46038 -0.52983
C -0.71443 -2.12824 -0.43491
C 1.23611 -0.97689 0.89016
C 2.23544 0.14438 0.93035
S 3.10764 0.60089 -0.32455
H -0.85526 3.35548 -0.55535
H -2.05074 2.74587 0.32423
H -0.45971 3.16902 1.22741
H -0.93374 0.85979 0.79706
H -0.02763 1.72075 -1.87736
H 0.61930 -0.62807 -2.24530
H 1.51511 -2.15188 -0.87662
H -1.46344 -1.42606 -0.44801
H -0.74940 -2.65992 0.43121
H -0.72591 -2.75713 -1.21647
H 1.45356 -1.96198 1.33755
H 0.45865 -0.67191 1.55000
H 2.22428 0.66385 1.96377
*
```


# 2
Here is a cluster of 2 separate species, C6H13N2S2 in total from the Open Molecules 2025 dataset. Energies are from ωB97M-V/def2-TZVPD.

The total energy is -31071.001 eV. The calculation puts the energy relative to the best compared isomer or geometry (same formula, charge and spin) at 641.8 kJ/mol. The value obtained for the HOMO-LUMO gap (alpha / beta) is 6.90 / 6.90 eV. The calculation puts the LUMO energy (alpha / beta) at -4.513 / -4.511 eV.

Structure (ORCA input):
```
! RIJCOSX wB97M-V def2-TZVPD def2/J DEFGRID3
* xyz 1 1
C -0.15648 3.00809 2.12253
C -0.91649 1.17432 0.83441
C -1.34530 -1.01691 -0.02710
C -0.70147 3.28143 -0.16915
C 0.88938 -0.35412 -2.34628
C 1.45896 -5.14617 0.96295
N -0.59383 0.26777 0.05052
N -0.48508 2.45500 0.98680
S 1.10468 0.08772 -0.62768
S 1.08194 -4.15529 -0.25598
H -0.06597 3.99640 2.23907
H -1.62619 -1.36309 -0.95758
H -0.60647 -1.64260 0.38116
H -2.12881 -0.85005 0.73101
H -0.81649 4.25911 0.15249
H 0.18989 3.32905 -0.82600
H -1.29634 2.72039 -0.82926
H 0.80394 -1.40513 -2.23290
H 1.81380 -0.00545 -2.72609
H 0.17044 0.05490 -3.02693
H 2.27405 -5.80423 0.68662
H 1.03706 -5.29853 1.93325
H -0.08521 2.40740 2.94414
*
```


# 3
Here is a structure of composition C6H13N2SZn from the Open Molecules 2025 dataset. Energies are from ωB97M-V/def2-TZVPD.

The total energy is -68661.373 eV. The value obtained for the HOMO-LUMO gap (alpha / beta) is 4.05 / 4.27 eV. The calculation puts the LUMO energy (alpha / beta) at 2.826 / 3.005 eV.

Structure (ORCA input):
```
! RIJCOSX wB97M-V def2-TZVPD def2/J DEFGRID3
* xyz -1 1
C 2.75421 -1.81836 2.15696
Zn 1.80301 0.70429 -0.80995
N 2.25775 -0.52463 -2.43167
H 3.58074 -2.99284 3.39613
H 2.08886 -1.49871 -2.17973
H 2.84051 -2.29397 3.10639
H 3.60829 -1.91174 1.46992
H 1.83327 -2.21602 1.72413
H 2.60147 -0.77093 2.43877
H 1.73315 -0.29196 -3.28466
H 3.24936 -0.41893 -2.63484
S 0.29805 2.38974 -1.08908
C -1.13776 1.60411 -0.55986
N -2.09806 1.36785 -1.51485
C -3.37703 0.98912 -1.21386
C -3.70051 0.73981 0.11555
C -2.69822 0.81119 1.09776
C -1.41416 1.22189 0.75241
H -1.87834 1.62912 -2.48126
H -4.08051 0.93473 -2.04271
H -4.73055 0.49110 0.38053
H -2.94016 0.57272 2.13812
H -0.59337 1.28243 1.46582
*
```


# 4
Here is a cluster of 2 separate species, C6H13N3 in total from the Open Molecules 2025 dataset. Energies are from ωB97M-V/def2-TZVPD.

The total energy is -10898.548 eV. The calculation puts the energy relative to the best compared isomer or geometry (same formula, charge and spin) at 469.4 kJ/mol. The value obtained for the HOMO-LUMO gap is 9.40 eV. The calculation puts the LUMO energy at 1.000 eV.

Structure (ORCA input):
```
! RIJCOSX wB97M-V def2-TZVPD def2/J DEFGRID3
* xyz 0 1
C 0.67871 -1.36082 -1.95161
N -0.42184 -1.75881 -0.96408
C -0.19366 -3.09786 -0.76081
C -0.30152 -0.96587 0.25416
C 0.71367 -0.87934 1.05124
N 1.79003 -0.49510 1.43015
H 0.63943 -0.35379 -2.22259
H 1.65034 -1.71076 -1.57835
H 0.44502 -1.85897 -2.84791
H -0.99741 -3.61921 -0.41151
H 0.12197 -3.49004 -1.63920
H 0.62168 -3.23417 -0.00307
H -1.26584 -0.68596 0.59169
H 2.54152 -0.78964 2.01072
C 0.62926 3.35651 1.84115
N -0.41771 2.70704 2.09131
C -1.44348 2.45379 1.07460
H 0.88549 3.82619 0.90251
H 1.42659 3.53972 2.59990
H -1.51077 3.29790 0.37145
H -1.24874 1.63286 0.38127
H -2.30886 2.23715 1.67504
*
```


Number 2 is which compound? C6H13N2S2